(1)
DFT (ωB97M-V/def2-TZVPD) results for a 2-piece molecular cluster, ClHN2O overall in a non-equilibrium geometry.

Last column: Mulliken charge in e.
Element x y z (Å)
N (2.19413, 0.43355, -0.79643)  -0.4276
N (2.57843, -0.04594, 0.10576)  0.7956
O (3.08105, -0.51916, 1.02645)  -0.3507
Cl (-0.62602, -1.25917, 0.02192)  -0.2656
H (-0.07369, -0.09774, -0.30090)  0.2483

The HOMO energy (spin up / spin down) comes out at -6.1 / -11.8 eV. Its expectation value of S² is 2.01. The spin multiplicity is 3. Its orbital gap (spin up / spin down) is 7.15 / 7.56 eV. For the calculated total energy, the calculation gives -645.2528 a.u. The calculation puts the largest force on an atom at 16.79 eV/A.



(2)
DFT (ωB97M-V/def2-TZVPD) results for a 2-piece molecular cluster, ClHNO2 overall in a non-equilibrium geometry.

Last column: Mulliken charge in e.
Element x y z (Å)
N (-0.36851, -0.33613, -0.26413)  0.6353
O (0.28230, -1.03012, -1.00211)  -0.4968
O (-1.58957, -0.44110, -0.04629)  -0.5438
Cl (1.61803, 1.26666, 0.98236)  -0.8132
H (0.05775, 0.54068, 0.33017)  0.2186

The HOMO energy comes out at -4.7 eV. Its orbital gap is 9.34 eV. Its net charge is -1. For the calculated total energy, the calculation gives -666.0261 a.u. The calculation puts the largest force on an atom at 2.62 eV/A.



(3)
DFT (ωB97M-V/def2-TZVPD) results for ClHNO2P in the gas phase in a non-equilibrium geometry.

Last column: Mulliken charge in e.
Element x y z (Å)
N (-0.65411, -0.06047, 0.36942)  0.0393
O (-1.71244, 0.31261, -0.13416)  -0.3596
O (1.14405, -0.36655, 2.61944)  -0.4379
P (0.02812, 0.36982, 1.98266)  0.6267
Cl (-1.66380, 0.35868, 3.05895)  -0.1430
H (0.18053, -0.10506, -0.26919)  0.2744

The HOMO energy (spin up / spin down) comes out at -8.9 / -10.9 eV. Its expectation value of S² is 2.01. The spin multiplicity is 3. Its orbital gap (spin up / spin down) is 9.69 / 8.11 eV. For the calculated total energy, the calculation gives -1007.2937 a.u. The calculation puts the largest force on an atom at 4.35 eV/A.



(4)
DFT (ωB97M-V/def2-TZVPD) results for an isolated ion of composition ClHNO2S and charge -1 in a non-equilibrium geometry.

Last column: Mulliken charge in e.
Element x y z (Å)
N (-1.49289, -0.02577, -0.64452)  -0.5407
O (1.18282, -1.01698, -0.96982)  -0.4885
O (0.43248, -0.73991, 1.35737)  -0.5133
S (0.37405, -0.30025, -0.02037)  0.7101
Cl (1.34034, 1.63733, 0.08763)  -0.3164
H (-1.83679, 0.44557, 0.18972)  0.1487

The HOMO energy comes out at -4.1 eV. Its orbital gap is 7.91 eV. The structure (SMILES) is N=[S@](=O)([O-])Cl. Its net charge is -1. For the calculated total energy, the calculation gives -1064.2127 a.u. The calculation puts the largest force on an atom at 4.49 eV/A.



(5)
DFT (ωB97M-V/def2-TZVPD) results for ClHO3S as an isolated structure in a non-equilibrium geometry.

Last column: Mulliken charge in e.
Element x y z (Å)
O (1.31348, 3.01557, -0.19852)  -0.4587
O (-0.62438, 2.28844, 1.12400)  -0.3692
O (-0.79270, 2.63026, -1.34005)  -0.3780
S (-0.01848, 2.47608, -0.16061)  1.0152
Cl (0.91030, 0.02589, -0.17718)  -0.2066
H (1.72614, 1.01742, -0.08766)  0.3972

The HOMO energy comes out at -12.1 eV. Its orbital gap is 10.87 eV. For the calculated total energy, the calculation gives -1084.6509 a.u. The calculation puts the largest force on an atom at 2.82 eV/A.



(6)
DFT (ωB97M-V/def2-TZVPD) results for a 2-piece molecular cluster, ClHO4 overall in a non-equilibrium geometry.

Last column: Mulliken charge in e.
Element x y z (Å)
O (1.43581, 0.26121, 1.30599)  -0.3741
O (-0.76911, 0.96450, 0.70483)  -0.3465
O (0.94407, 1.17656, -0.88488)  -0.3408
O (-0.65648, -1.61923, -0.52464)  -0.5135
Cl (0.48469, 0.49833, 0.26379)  1.2582
H (-1.43898, -1.28138, -0.86509)  0.3168

The HOMO energy (spin up / spin down) comes out at -11.4 / -11.4 eV. Its orbital gap (spin up / spin down) is 7.11 / 7.12 eV. For the calculated total energy, the calculation gives -761.3393 a.u. The calculation puts the largest force on an atom at 4.94 eV/A.



Relative energy (zero: lowest compared OMol25 entry of this formula, charge and spin) for the records above, in order: 328.5; 9.6; 7.5; 166.7; 33.1; 270.1 kJ/mol